{"formula": "C20H43AlBrMgN2O4", "method": "ωB97M-V/def2-TZVPD", "homo_ha": -0.40233, "charge": 1, "homo_lumo_gap_ev": 3.5, "energy_ev": -114678.025, "fmax_ev_per_a": 0.923, "e_lumo_ev": -7.448, "symbols": ["C", "O", "C", "C", "C", "C", "C", "C", "C", "C", "C", "C", "C", "C", "Al", "C", "O", "N", "O", "C", "C", "C", "Br", "C", "C", "O", "C", "N", "H", "H", "H", "H", "H", "H", "H", "H", "H", "H", "H", "H", "H", "H", "H", "H", "H", "H", "H", "H", "H", "H", "H", "H", "H", "H", "H", "H", "H", "H", "H", "H", "H", "H", "H", "H", "H", "H", "H", "H", "H", "H", "H", "Mg"], "xyz": [[-1.919, 4.720, 2.496], [-2.777, 3.653, 2.168], [-2.509, 3.060, 0.917], [-3.235, 3.771, -0.227], [-2.654, 3.547, -1.629], [-3.171, 2.306, -2.361], [-2.917, 0.986, -1.617], [-4.149, 0.413, -0.912], [-3.868, -0.773, 0.025], [-2.867, -1.821, -0.499], [-1.513, -1.784, 0.220], [-1.293, -2.836, 1.300], [0.072, -2.683, 1.980], [1.232, -3.330, 1.228], [2.675, -1.880, 0.853], [2.744, -0.311, 2.105], [3.053, -0.739, 3.455], [3.087, -2.103, 3.479], [3.265, -2.536, 4.551], [4.462, -2.789, 0.517], [5.757, -1.983, 0.514], [5.622, -0.676, -0.259], [6.332, -1.501, 2.313], [1.927, -1.414, -1.056], [1.448, -0.006, -1.384], [0.878, 0.585, -0.223], [0.503, 0.088, -2.581], [0.565, 1.420, -3.152], [-0.866, 4.436, 2.379], [-2.101, 5.609, 1.880], [-2.106, 4.979, 3.535], [-1.423, 3.065, 0.728], [-2.821, 2.017, 1.013], [-3.223, 4.840, 0.001], [-4.288, 3.475, -0.213], [-1.558, 3.490, -1.566], [-2.872, 4.427, -2.239], [-4.243, 2.434, -2.542], [-2.705, 2.263, -3.350], [-2.521, 0.242, -2.312], [-2.129, 1.151, -0.868], [-4.595, 1.208, -0.306], [-4.905, 0.152, -1.660], [-4.813, -1.252, 0.285], [-3.480, -0.360, 0.964], [-3.299, -2.823, -0.425], [-2.695, -1.659, -1.564], [-0.703, -1.897, -0.513], [-1.391, -0.794, 0.681], [-2.079, -2.791, 2.058], [-1.368, -3.825, 0.835], [0.250, -1.606, 2.121], [0.043, -3.078, 3.000], [1.831, -4.018, 1.829], [0.934, -3.819, 0.299], [1.800, 0.238, 2.158], [3.500, 0.435, 1.840], [4.575, -3.617, 1.222], [4.389, -3.275, -0.482], [6.604, -2.553, 0.133], [4.855, -0.909, -1.048], [6.544, -0.322, -0.721], [5.169, 0.137, 0.309], [2.797, -1.704, -1.732], [1.182, -2.168, -1.331], [2.312, 0.639, -1.618], [-0.050, 0.332, -0.173], [0.808, -0.630, -3.349], [-0.493, -0.232, -2.236], [0.245, 2.114, -2.484], [-0.038, 1.510, -3.961], [4.176, -1.248, -2.800]], "mulliken_charge": [-0.638, -0.465, 0.234, -0.549, -0.627, -1.239, 1.229, -1.086, -0.965, -1.174, 1.606, -1.329, -0.503, -0.894, -0.982, -0.275, -0.318, 0.449, -0.527, -0.695, -0.338, 0.190, -0.087, -0.250, -0.216, -0.517, 0.035, -0.685, 0.240, 0.264, 0.286, 0.228, -0.202, 0.401, 0.240, 0.126, 0.377, 0.378, 0.362, 0.609, -0.689, 0.265, 0.455, 0.411, 0.394, 0.513, 0.551, -0.980, 0.107, 0.400, 0.424, 0.151, 0.444, 0.608, 0.651, 0.387, 0.466, 0.624, 0.403, 0.502, -1.043, 0.539, 0.317, -0.523, 0.836, 0.645, -0.085, 0.411, -0.247, 0.202, 0.314, 0.853]}